DFT (ωB97M-V/def2-TZVPD) results for a cluster of 20 separate species, C25H33Cl57FO4PS in total.

ORCA input file:
```
! wB97M-V def2-TZVPD RIJCOSX def2/J DEFGRID3
* xyz 0 1
Cl -1.557 -1.156 1.844
C 3.010 8.844 4.344
Cl -5.872 8.300 -0.979
Cl -6.471 1.535 -4.240
Cl -2.957 7.939 0.549
H 3.638 9.546 3.812
H 8.886 -3.950 5.180
Cl -6.092 -0.569 -2.268
C -6.675 7.635 0.444
Cl 8.217 0.639 1.550
C 1.730 12.310 1.973
C 0.454 4.016 -1.002
C -3.015 -1.400 0.886
Cl -11.088 -8.372 -5.083
H -9.362 -9.937 -5.201
C 9.754 1.538 5.594
H 4.549 12.078 -0.857
C -10.422 -10.002 -4.997
F 2.193 -3.997 -1.778
Cl -2.043 2.735 2.287
Cl -6.883 -9.269 -5.656
H 1.598 12.086 3.024
Cl 9.107 -2.896 3.107
Cl 0.989 11.020 1.038
C 1.516 -8.202 -4.474
Cl 9.505 -5.698 3.759
Cl -6.428 -1.249 -5.067
Cl 3.368 11.113 -2.620
H 9.367 1.489 6.603
C -1.329 2.558 3.894
Cl 6.886 -4.491 4.107
Cl 0.971 13.865 1.642
H 7.194 -1.359 -0.288
Cl -3.074 -8.609 0.429
H -0.995 -9.638 0.728
H 0.741 4.711 -1.779
C 6.111 -1.462 -0.261
Cl -0.849 -7.734 2.079
H 5.008 -2.486 1.306
Cl -1.046 0.872 4.329
C 0.484 -4.262 -0.123
H 0.233 0.412 1.247
H -4.720 -0.003 -4.076
Cl 0.722 2.376 -1.581
Cl -1.255 4.266 -0.638
Cl -5.978 8.279 1.933
O 0.970 -1.333 -1.100
Cl -7.632 -1.097 0.691
Cl -6.342 -12.110 -5.913
C 1.957 -4.066 -0.418
C 4.684 12.061 -1.929
Cl 3.782 8.473 5.883
Cl 6.478 2.945 1.832
Cl -6.825 -3.887 0.649
H -6.073 -10.747 -4.035
S 5.644 -1.555 -2.009
C -8.019 -2.733 1.235
H 3.291 -1.878 -2.429
C 5.739 -2.725 0.533
C 7.661 2.136 0.800
C 8.626 -4.226 4.167
Cl 3.473 12.382 1.661
C 1.314 0.534 1.224
H -2.028 2.974 4.608
H 5.698 -0.566 0.190
C -3.937 -5.582 -3.035
H 3.771 -0.183 -2.619
Cl 8.857 2.783 4.727
H -3.310 -4.865 -3.548
Cl 1.673 -9.688 -5.408
H 0.107 -3.470 0.518
H -2.919 -0.834 -0.032
Cl -3.738 -7.147 -3.826
Cl -3.185 -3.096 0.451
Cl -0.545 -7.926 -0.804
Cl -5.606 -5.023 -3.138
Cl 1.446 4.352 0.419
Cl -3.407 -5.671 -1.356
O 2.539 -2.936 0.219
Cl 9.522 -0.040 4.842
H 2.549 -4.910 -0.059
Cl 2.845 7.399 3.353
Cl -0.499 8.252 2.081
Cl -0.430 8.281 -0.828
Cl -9.641 -3.191 0.718
H -6.525 6.565 0.441
C -5.890 -10.618 -5.094
H 6.617 -3.160 1.003
Cl 6.247 11.317 -2.271
C -1.228 7.617 0.607
O 3.430 -0.735 -0.679
Cl 4.636 13.725 -2.508
Cl -4.181 -10.261 -5.315
Cl 6.987 1.841 -0.802
H -0.067 -4.277 -1.061
Cl -8.410 7.937 0.384
C -5.790 -0.061 -3.932
Cl -10.618 -10.680 -3.379
H 0.339 -5.212 0.384
Cl -7.389 3.829 1.100
Cl 1.438 9.615 4.606
H -1.084 6.546 0.600
H 8.515 2.790 0.691
H -7.997 -2.739 2.316
Cl 0.172 3.477 4.017
Cl -4.851 4.255 -0.234
H 1.616 1.055 0.318
Cl -4.988 4.337 2.653
H 5.285 -3.477 -0.109
Cl 11.468 1.945 5.687
Cl 2.201 -8.397 -2.860
H 2.072 -7.426 -4.981
Cl -0.172 -7.693 -4.380
Cl -4.468 -0.848 1.735
H -5.445 2.531 1.239
O 1.915 -0.794 1.267
C 3.878 -1.070 -1.999
Cl -11.151 -11.050 -6.213
H 1.689 1.083 2.084
C -1.322 -8.612 0.622
P 2.102 -1.455 -0.168
C -5.642 3.595 1.199
*
```

largest force on an atom = 0.82 eV/Å
frontier orbital gap = 8.6 eV

=====

DFT (ωB97M-V/def2-TZVPD) results for a structure of composition C25H33CrI2NOP3 in a non-equilibrium geometry.

ORCA input file:
```
! wB97M-V def2-TZVPD RIJCOSX def2/J DEFGRID3
* xyz 2 4
C -1.897 3.703 -4.036
C 1.149 -2.226 1.659
C -3.134 -0.870 2.837
C 1.275 -4.258 3.579
H -1.011 -3.995 -1.964
C -3.036 -0.251 4.089
H -1.861 -2.571 -1.217
C 3.270 1.883 3.221
H 1.697 -2.571 -3.050
H 0.269 0.610 4.055
H 3.863 1.871 4.136
H 1.183 3.459 -4.652
I 1.924 0.617 -3.251
C -2.018 -0.915 2.004
C 2.350 -2.452 2.377
H -2.852 3.566 -3.521
O -1.786 1.560 0.298
H 3.232 -3.489 4.059
C -0.938 -2.928 -1.695
H -0.591 -4.963 2.735
C 3.085 3.073 2.505
H 1.600 1.766 -0.256
C 2.657 0.701 2.792
H 1.236 -4.934 4.436
N -0.052 -0.021 -0.294
H 2.303 3.971 0.683
H -1.776 -3.558 -4.514
C 1.847 0.715 1.630
P -0.548 3.046 -2.985
P 0.631 -0.552 1.309
H -2.124 -1.352 1.005
C -0.676 0.188 3.714
H 0.728 -3.735 -4.010
H 3.482 4.013 2.896
C -0.795 -0.371 2.419
C -0.823 4.037 -1.470
I -3.006 0.540 -2.874
C 0.892 3.931 -3.706
H -1.725 4.770 -4.240
C -1.817 0.266 4.527
H 2.806 -0.226 3.347
H -1.908 -1.926 -5.227
C 1.928 1.846 0.785
H -3.929 -0.160 4.716
H 0.005 3.890 -0.766
Cr -0.490 0.471 -2.442
C -1.936 -2.496 -4.295
C 0.909 -2.672 -3.804
C 2.376 -3.418 3.388
H -4.079 -1.281 2.477
H 0.609 4.977 -3.895
H -2.914 -2.355 -3.829
P -0.626 -1.908 -3.184
H -1.744 0.764 5.499
H -0.886 5.095 -1.758
H -0.641 -3.264 0.949
H 3.229 -1.840 2.184
C 0.183 -3.267 1.665
H -1.751 3.713 -0.985
H 1.234 -2.162 -4.717
C -0.966 0.878 -0.256
H -0.095 -2.798 -1.007
C 0.226 -4.240 2.655
H 1.744 3.897 -3.019
H -1.923 3.152 -4.981
C 2.431 3.054 1.269
*
```

⟨S²⟩ = 3.907
largest force on an atom = 5.04 eV/Å
relative energy (zero: lowest compared OMol25 entry of this formula, charge and spin) = 0.0 kcal/mol
frontier orbital gap (alpha / beta) = 6.1 / 5.9 eV

=====

> largest force on an atom of number 2 (C25H33CrI2NOP3)?

5.04 eV/Å

=====

> Number 1 is which compound?

C25H33Cl57FO4PS

=====

> Which of these has the lowest largest force on an atom?

C25H33Cl57FO4PS

=====

> What is the largest force on an atom in the first record?

0.82 eV/Å